11
Properties=species:S:1:pos:R:3:forces:R:3 method="wB97M-V/def2-TZVPD" multiplicity=1
N -0.76304 -1.25869 1.68890 0.2 0.4 -0.2
C -0.32371 -0.49908 0.77997 0.0 -0.1 -0.1
C -0.61334 -0.64098 -0.69192 -0.1 0.0 -0.1
C -0.07917 0.41553 -1.45555 -0.1 0.0 0.4
C 0.68178 1.18007 -0.41172 0.0 0.1 -0.1
O 0.47966 0.58869 0.90752 -0.1 -0.1 -0.1
H -0.44752 -0.95897 2.61427 0.0 0.0 -0.2
H -1.34373 -1.37014 -1.04129 0.2 0.1 0.0
H 0.36659 -0.90099 -1.37937 0.0 -0.1 0.1
H 0.28386 2.20390 -0.40003 0.1 -0.2 0.0
H 1.75862 1.24067 -0.61079 -0.2 -0.1 0.0



11
Properties=species:S:1:pos:R:3:forces:R:3 method="wB97M-V/def2-TZVPD" multiplicity=1
C -0.51551 1.01276 -0.10172 2.0 -0.8 0.7
C 0.39007 0.01441 0.05167 -0.8 0.9 -1.9
C -1.57130 0.01748 -0.04250 1.7 1.2 -0.5
C 1.86283 -0.25585 0.06831 0.3 2.5 -0.8
N -2.79070 0.08889 0.09077 -0.9 -0.6 0.0
O -0.57916 -1.01962 -0.09288 -0.2 -1.3 1.0
H -0.40740 2.04692 -0.16637 -0.2 1.4 0.1
H 2.04520 -1.08209 0.68788 0.6 -0.5 2.0
H 2.53067 0.72830 0.16797 -1.7 -2.3 0.4
H 2.23736 -0.72503 -0.82754 -0.5 0.2 -1.1
H -3.20207 -0.82619 0.16442 -0.4 -0.5 0.0



11
Properties=species:S:1:pos:R:3:forces:R:3 method="wB97M-V/def2-TZVPD" multiplicity=1 smiles="O=C1C=CCN1"
O 2.32898 -0.92326 -0.01620 -0.2 -0.2 -0.1
C 1.20865 -0.46112 0.03353 0.1 -0.3 0.6
C 0.81237 0.94732 0.23539 0.6 -0.5 0.9
C -0.51286 1.06242 0.20820 1.2 0.4 -1.8
C -1.15611 -0.27472 -0.01710 0.0 0.1 0.0
N 0.01186 -1.12885 -0.11986 0.2 -0.2 0.0
H 1.51097 1.77169 0.33636 0.0 -0.2 -0.3
H -0.61011 1.97424 -0.35337 -2.1 0.9 0.7
H -1.80203 -0.54313 0.82995 0.1 -0.1 -0.1
H -1.77004 -0.29408 -0.92648 0.1 0.1 0.1
H -0.02168 -2.13052 -0.21042 0.0 0.1 0.1



11
Properties=species:S:1:pos:R:3:forces:R:3 method="wB97M-V/def2-TZVPD" multiplicity=1
C 0.67527 0.32743 1.19373 0.3 0.1 0.1
C 0.31690 1.01403 -0.07098 0.3 0.4 0.0
O 0.56015 0.21728 -1.30158 -0.2 -0.2 0.1
C -0.26334 -0.79325 -1.24039 -0.3 0.1 0.5
N -0.97814 -0.80414 -0.15151 -0.1 0.4 -0.3
C -0.77620 0.34948 0.72270 0.0 0.3 0.1
H 1.29656 -0.56424 1.10323 -0.1 0.1 0.0
H 0.88743 0.93265 2.07148 0.0 -0.1 -0.2
H 0.41260 2.06816 -0.30328 0.1 -0.1 0.0
H -0.29311 -1.47810 -2.08897 -0.1 0.1 0.4
H -1.83812 -1.26929 0.06555 0.0 -0.9 -0.6



11
Properties=species:S:1:pos:R:3:forces:R:3 method="wB97M-V/def2-TZVPD" multiplicity=1 smiles=Oc1ccc[nH]1
O 2.15644 0.47091 -0.18167 -0.3 -1.2 0.3
C 0.85770 0.08404 -0.01303 -2.1 0.5 -2.9
C 0.15823 -1.19196 -0.26776 5.7 1.3 3.2
C -1.17615 -0.87467 -0.03765 -1.8 1.1 -0.1
C -1.33041 0.48585 0.00584 -0.8 -0.4 0.2
N -0.09486 1.08164 0.01527 1.1 -0.3 0.5
H 2.63817 -0.35165 -0.41822 -0.2 0.7 0.1
H 0.89138 -1.25426 0.79824 -1.4 -1.6 -1.3
H -1.96459 -1.60805 -0.04184 -0.2 0.1 0.1
H -2.23171 1.08510 0.06326 0.2 -0.1 0.0
H 0.09581 2.07306 0.07756 -0.1 -0.2 0.0



11
Properties=species:S:1:pos:R:3:forces:R:3 method="wB97M-V/def2-TZVPD" multiplicity=1
C -1.27636 -0.58838 0.68422 -0.1 0.0 0.0
C -0.35637 0.59681 0.56495 0.0 -0.2 0.3
C 2.03392 -0.57889 -0.81079 0.2 0.2 -0.4
O 1.44198 0.47806 -1.36389 0.1 -0.3 0.2
C 0.37266 0.86713 -0.61195 -0.5 0.3 0.3
N -0.58417 1.65938 -0.59753 0.5 -0.3 -0.3
H -2.20320 -0.30702 1.19102 0.1 -0.1 0.0
H -1.52133 -1.00615 -0.29797 0.0 0.1 0.1
H -0.78179 -1.37426 1.26692 -0.1 0.1 -0.1
H 0.01250 1.02015 1.49879 -0.2 0.0 -0.1
H 2.86216 -0.76683 -1.52376 0.0 0.0 0.0



11
Properties=species:S:1:pos:R:3:forces:R:3 method="wB97M-V/def2-TZVPD" multiplicity=1
C 1.01900 1.13486 0.31727 0.2 0.0 0.0
C -0.45287 0.77469 0.25214 0.0 0.0 -0.1
C -0.93131 -0.51545 -0.23544 -0.3 0.6 0.2
O 0.08030 -1.38477 -0.51427 -0.8 -0.1 0.2
C -0.63628 -2.47644 -0.74289 -0.1 -1.5 -0.3
N -1.26570 -3.43226 -0.90397 0.8 0.6 0.0
H 1.59117 0.38835 0.87544 -0.1 0.1 -0.1
H 1.13549 2.10065 0.81425 0.1 -0.1 -0.1
H 1.44471 1.20984 -0.68658 0.0 0.0 0.1
H -1.05896 1.47876 -0.33744 0.1 0.1 0.2
H -0.94710 0.79508 1.24095 0.1 0.1 -0.1



11
Properties=species:S:1:pos:R:3:forces:R:3 method="wB97M-V/def2-TZVPD" multiplicity=1 smiles="C#CCNC=O"
C -0.06411 -0.90467 -2.34571 -0.1 0.1 0.5
C -0.35381 -0.73106 -1.19024 0.1 0.0 -0.5
C -0.72833 -0.56625 0.22558 0.0 -0.1 0.1
N -0.75531 0.81063 0.70071 0.1 0.1 0.0
C 0.31924 1.52409 1.13626 0.1 0.0 0.1
O 1.45279 1.12909 1.28312 -0.4 -0.1 -0.1
H 0.20484 -1.04642 -3.36987 -0.1 0.0 0.2
H -0.02834 -1.13368 0.84813 0.0 0.2 -0.1
H -1.72031 -1.00900 0.37758 0.2 0.1 0.0
H -1.56903 1.39008 0.57860 -0.2 -0.4 -0.2
H -0.01659 2.55705 1.36766 0.3 -0.1 0.0



How do the records compare in largest force on an atom? In the order shown, they have 0.5, 2.9, 2.4, 1.1, 6.6, 0.7, 1.5, 0.5 eV/Å.
How do the records compare in ΔE to the lowest compared entry with this formula, charge and spin? In the order shown, they have 3.769, 2.466, 0.934, 4.023, 3.171, 5.338, 4.277, 1.803 eV.
How do the records compare in HOMO energy? In the order shown, they have -9.4331, -9.1308, -9.6566, -7.0752, -8.2429, -9.7482, -9.5558, -10.0919 eV.